{"formula": "C2H3FNP", "method": "the ωB97M-V functional and the def2-TZVPD basis", "relative_energy_kj_mol": 136.2, "max_force_ev_per_a": 1.782, "e_tot_ev": -15616.100, "e_homo_ev": -6.60, "spin_multiplicity": 1, "lumo_ev": 0.223, "elements": ["C", "C", "N", "F", "P", "H", "H", "H"], "coordinates": [[0.044, -0.047, -0.871], [0.584, 0.616, 0.231], [-0.277, -0.767, -1.747], [-0.474, -0.747, 2.115], [-1.046, 0.655, 1.437], [1.366, 0.040, 0.626], [0.869, 1.629, 0.145], [-1.066, -1.379, -1.935]], "atomic_forces_ev_per_a": [[-0.7, 0.0, 1.2], [-1.4, 0.7, -0.4], [0.0, -0.4, -0.6], [-0.5, -0.2, 0.3], [1.2, -0.8, -1.0], [1.0, -0.8, 0.9], [0.3, 1.0, -0.6], [0.1, 0.5, 0.2]]}